[1]
Entry from the Open Molecules 2025 dataset: 2 unconnected molecules or ions with the total composition C10H16O in a non-equilibrium geometry (ωB97M-V/def2-TZVPD).

## Properties
- Max |F|: 3.0 eV/A
- SMILES string: Cc1ccc(O)cc1.CCC
- M: 152.24 g mol⁻¹
- Orbital gap: 9.121 eV
- Energy above the lowest of the compared OMol25 structures with the same formula, charge and spin: 134.51 kJ/mol

```
! wB97M-V def2-TZVPD RIJCOSX def2/J DEFGRID3
* xyz 0 1
C 2.524 0.388 1.069
C 1.391 -0.459 0.766
C 1.390 -1.421 -0.239
C 0.339 -2.310 -0.483
C -0.829 -2.190 0.277
O -1.821 -3.042 -0.089
C -0.921 -1.137 1.221
C 0.188 -0.399 1.491
H 3.508 -0.058 0.896
H 2.642 0.665 2.129
H 2.492 1.391 0.627
H 2.275 -1.404 -0.872
H 0.416 -3.062 -1.252
H -2.707 -2.730 0.012
H -1.880 -1.092 1.726
H 0.048 0.458 2.152
C 0.547 2.450 -1.456
C -0.912 2.871 -1.667
C -1.663 3.383 -0.386
H 1.083 2.393 -2.396
H 0.546 1.473 -0.969
H 0.956 3.240 -0.828
H -0.915 3.768 -2.300
H -1.524 2.068 -2.073
H -0.914 3.750 0.323
H -2.407 4.139 -0.596
H -2.075 2.476 0.060
*
```

[2]
Entry from the Open Molecules 2025 dataset: 6 unconnected molecules or ions with the total composition H14NO5 in a non-equilibrium geometry (ωB97M-V/def2-TZVPD).

## Properties
- Max |F|: 1.8 eV/A
- M: 108.11 g mol⁻¹
- Orbital gap: 11.099 eV
- Energy above the lowest of the compared OMol25 structures with the same formula, charge and spin: 132.14 kJ/mol

```
! wB97M-V def2-TZVPD RIJCOSX def2/J DEFGRID3
* xyz 1 1
N 1.620 -0.742 1.334
H 2.048 -1.078 2.187
H 0.629 -0.864 1.599
H 1.802 -1.242 0.449
H 1.721 0.288 1.277
H 1.173 -2.118 -2.288
H 1.198 -0.528 -2.416
O 1.175 -1.300 -1.777
H -2.255 -0.977 1.860
H -1.324 -2.154 2.053
O -1.364 -1.202 2.169
H 1.438 2.945 -0.248
H 0.270 2.261 0.170
O 1.186 2.024 -0.064
H -2.057 -2.279 -2.858
H -0.956 -2.017 -1.920
O -1.914 -2.169 -1.907
H -1.784 3.111 -0.234
H -1.508 4.453 0.373
O -1.097 3.587 0.241
*
```

[3]
Entry from the Open Molecules 2025 dataset: a gas-phase ion, C2H7N4 (charge +1) in a non-equilibrium geometry (ωB97M-V/def2-TZVPD).

## Properties
- Max |F|: 5.3 eV/A
- SMILES string: C[N+]1=NNCN1
- M: 87.11 g mol⁻¹
- Orbital gap: 10.754 eV
- Energy above the lowest of the compared OMol25 structures with the same formula, charge and spin: 480.33 kJ/mol

```
! wB97M-V def2-TZVPD RIJCOSX def2/J DEFGRID3
* xyz 1 1
C -2.053 -0.168 -0.190
N -0.648 -0.358 0.088
N 0.147 -1.161 -0.323
N 1.351 -0.842 -0.289
C 1.578 0.611 0.082
N 0.250 0.872 0.562
H -2.125 -0.539 -1.288
H -2.137 1.053 -0.156
H -2.774 -0.630 0.605
H 2.123 -1.458 -0.544
H 2.419 0.799 0.712
H 1.784 1.168 -0.812
H 0.084 0.654 1.552
*
```

[4]
Entry from the Open Molecules 2025 dataset: a gas-phase ion, C26H36BCl2IN3O5 (charge +1) in a non-equilibrium geometry (ωB97M-V/def2-TZVPD).

## Properties
- Max |F|: 4.2 eV/A
- SMILES string: CC[C@@H](I)C1=[N+](CN)[C@@](CC=O)(/C(Cl)=C(\C)Cl)[C@@](COc2ccccc2)(B(C)O)[C@@]1(CCCCO)N=C=O
- M: 679.21 g mol⁻¹
- Orbital gap: 6.637 eV

```
! wB97M-V def2-TZVPD RIJCOSX def2/J DEFGRID3
* xyz 1 1
C -2.610 -1.899 -4.615
C -2.116 -1.826 -3.084
C -2.556 -0.393 -2.512
I -4.658 -0.372 -1.865
C -1.596 0.181 -1.421
N -1.236 1.432 -1.241
C -1.815 2.352 -2.269
N -1.381 3.746 -2.220
C -0.263 1.796 -0.123
C 1.077 1.830 -1.039
C 1.546 3.262 -1.475
O 1.919 3.415 -2.628
C -0.564 3.099 0.706
Cl -2.179 3.952 0.720
C 0.367 3.728 1.514
C 1.837 3.275 1.680
Cl -0.068 5.195 2.483
C -0.506 0.452 0.732
C 0.687 -0.111 1.586
O 1.020 0.622 2.773
C 1.730 -0.138 3.708
C 1.230 -1.325 4.430
C 2.059 -2.055 5.414
C 3.422 -1.595 5.748
C 3.951 -0.397 5.066
C 3.117 0.312 4.049
B -1.872 0.619 1.638
C -1.979 0.278 3.220
O -3.107 1.069 1.066
C -0.938 -0.747 -0.275
C 0.132 -1.832 -0.698
C 1.360 -1.344 -1.571
C 2.080 -2.678 -2.118
C 1.371 -3.305 -3.386
O 0.554 -4.429 -2.990
N -1.831 -1.507 0.654
C -2.553 -2.389 0.143
O -2.942 -3.441 -0.168
H -1.923 -1.261 -5.237
H -3.646 -1.456 -4.700
H -2.574 -2.965 -4.991
H -0.997 -1.889 -3.133
H -2.622 -2.684 -2.571
H -2.591 0.227 -3.460
H -1.480 1.951 -3.277
H -2.943 2.292 -2.186
H -2.198 4.296 -1.920
H -1.166 4.114 -3.151
H 1.949 1.326 -0.530
H 0.906 1.259 -1.999
H 1.535 4.196 -0.837
H 2.207 3.334 2.750
H 2.099 2.257 1.305
H 2.487 4.010 1.101
H 0.393 -1.156 1.926
H 1.652 -0.261 1.003
H 0.186 -1.672 4.181
H 1.653 -2.972 5.918
H 4.086 -2.093 6.499
H 4.962 0.057 5.261
H 3.508 1.227 3.535
H -3.057 0.266 3.571
H -1.340 0.960 3.851
H -1.607 -0.788 3.354
H -3.524 1.631 1.745
H -0.318 -2.670 -1.321
H 0.573 -2.394 0.183
H 1.024 -0.792 -2.508
H 2.155 -0.781 -1.018
H 3.127 -2.387 -2.427
H 2.143 -3.446 -1.299
H 0.840 -2.553 -4.034
H 2.199 -3.743 -4.029
H -0.384 -4.273 -3.192
*
```